# 1
{"formula": "C40H47BrN8O4RbSSbSe4Si", "method": "ωB97M-V with the def2-TZVPD basis set", "elements": ["Rb", "Br", "C", "C", "C", "C", "C", "C", "N", "C", "C", "C", "C", "C", "C", "N", "H", "H", "H", "H", "H", "H", "H", "H", "H", "C", "Si", "C", "C", "N", "C", "C", "C", "C", "C", "C", "O", "C", "C", "C", "C", "C", "C", "H", "H", "H", "H", "H", "H", "H", "H", "H", "H", "H", "H", "H", "H", "H", "H", "H", "H", "Se", "Sb", "Se", "Se", "Se", "C", "N", "C", "N", "O", "H", "H", "H", "H", "H", "H", "C", "C", "C", "N", "C", "S", "N", "C", "O", "C", "C", "C", "C", "C", "C", "H", "H", "H", "H", "H", "H", "H", "H", "H", "H", "H", "H", "H", "H", "O", "N"], "xyz": [[0.0022, 0.3807, 0.4913], [7.3617, -3.2864, 1.1612], [5.5304, -2.8119, 1.3906], [4.9974, -1.7536, 0.6676], [3.6712, -1.4173, 0.8442], [2.8247, -2.1211, 1.7292], [3.4064, -3.1914, 2.4364], [4.7413, -3.5297, 2.2694], [1.5123, -1.7417, 1.7605], [0.7298, -2.1022, 2.8993], [-0.6926, -2.5195, 2.6512], [-1.2326, -3.5974, 3.3464], [-2.5557, -3.9420, 3.1259], [-3.2985, -3.2024, 2.2205], [-2.6774, -2.1469, 1.5683], [-1.4097, -1.8123, 1.7808], [5.6141, -1.2017, -0.0305], [3.2388, -0.6039, 0.2717], [2.8048, -3.7819, 3.1137], [5.1648, -4.3582, 2.8223], [1.1952, -2.7432, 3.6521], [-0.6165, -4.1514, 4.0434], [-2.9996, -4.7794, 3.6510], [-4.3336, -3.4366, 2.0101], [-3.2057, -1.5457, 0.8340], [1.8984, 2.7634, -1.0784], [1.9694, 1.9339, -2.7668], [2.2503, 3.2572, -4.0701], [3.5361, 0.8832, -2.7001], [0.6212, 0.8632, -3.0535], [1.0035, -0.3192, -3.7482], [1.5112, -0.2840, -5.0430], [1.9074, -1.4340, -5.7109], [1.7667, -2.6631, -5.0933], [1.2345, -2.7394, -3.8122], [0.8610, -1.5790, -3.1494], [0.3296, -1.5855, -1.8817], [0.0095, -2.8101, -1.3279], [-1.2994, -3.2540, -1.4093], [-1.6431, -4.4412, -0.7772], [-0.6879, -5.1708, -0.0805], [0.6245, -4.7174, -0.0246], [0.9780, -3.5323, -0.6511], [2.4266, 3.7224, -1.0984], [2.3791, 2.1048, -0.3450], [0.8795, 2.9730, -0.7484], [3.2593, 3.6687, -3.9595], [1.5303, 4.0722, -3.9798], [2.1592, 2.8500, -5.0789], [4.3500, 1.4941, -2.2928], [3.8468, 0.5055, -3.6749], [3.3991, 0.0188, -2.0429], [1.5642, 0.6766, -5.5374], [2.2916, -1.3652, -6.7210], [2.0539, -3.5739, -5.6051], [1.1080, -3.6995, -3.3318], [-2.0207, -2.6385, -1.9340], [-2.6681, -4.7899, -0.8175], [-0.9667, -6.0889, 0.4231], [1.3755, -5.2759, 0.5218], [1.9905, -3.1536, -0.6105], [-1.7525, 0.6612, -5.7107], [-1.4309, 1.3288, -3.4345], [-2.7622, 0.2082, -1.7413], [-1.2237, 3.8256, -3.1296], [-3.4762, 4.4816, -2.9698], [-3.3518, 2.9150, 3.1302], [-2.3393, 2.4646, 2.2046], [-2.2054, 2.9720, 0.9177], [-3.2426, 3.6811, 0.4281], [-1.1724, 2.7617, 0.2941], [-3.1794, 2.4369, 4.0931], [-4.3476, 2.6140, 2.7953], [-3.3497, 4.0016, 3.2760], [-1.4385, 2.2529, 2.6071], [-4.1381, 3.6326, 0.8781], [-3.2495, 3.8837, -0.5800], [5.9208, 3.9156, 0.6707], [5.3752, 2.5184, 0.3927], [4.7014, 1.9050, 1.6102], [3.5195, 2.6889, 1.9592], [2.6880, 2.4754, 2.9843], [1.1205, 3.0314, 2.9387], [3.1584, 1.6753, 4.0282], [4.2790, 1.8668, 4.7866], [4.6937, 1.0124, 5.5481], [4.9624, 3.2135, 4.7602], [4.2748, 4.4142, 4.6269], [4.9662, 5.6174, 4.6698], [6.3429, 5.6273, 4.8395], [7.0303, 4.4290, 4.9890], [6.3398, 3.2287, 4.9606], [6.4322, 4.3200, -0.2038], [6.6266, 3.8953, 1.5043], [5.1244, 4.6113, 0.9407], [6.1884, 1.8532, 0.0936], [4.6693, 2.5400, -0.4434], [5.4110, 1.9005, 2.4364], [4.4103, 0.8690, 1.4212], [3.0953, 3.2220, 1.2109], [2.5461, 0.8509, 4.2324], [3.1998, 4.4136, 4.4942], [4.4243, 6.5487, 4.5648], [6.8802, 6.5675, 4.8593], [8.1041, 4.4317, 5.1298], [6.8499, 2.2838, 5.0983], [1.7335, -0.5904, 4.2540], [0.9276, -0.6874, 3.3117]], "atomic_forces_ev_per_a": [[0.1, -0.1, -0.5], [0.0, 0.0, 0.0], [0.0, 0.0, 0.0], [0.0, 0.0, 0.0], [0.0, -0.1, -0.1], [-0.2, 0.1, 0.0], [0.0, 0.0, 0.1], [0.0, 0.0, 0.0], [0.1, -0.4, -0.1], [0.3, 0.2, -0.2], [0.0, 0.0, 0.0], [0.0, 0.0, 0.0], [0.0, 0.0, 0.0], [0.0, 0.0, 0.0], [0.0, 0.0, 0.0], [0.1, 0.1, 0.0], [0.0, 0.0, 0.0], [0.0, 0.0, 0.0], [0.0, 0.0, 0.0], [0.0, 0.0, 0.0], [0.0, 0.0, 0.0], [0.0, 0.0, 0.0], [0.0, 0.0, 0.0], [0.0, 0.0, 0.0], [0.0, 0.0, 0.0], [-0.2, -0.1, -0.1], [0.0, 0.0, 0.0], [0.0, 0.0, 0.0], [0.0, 0.0, 0.0], [0.1, -0.1, -0.1], [0.0, 0.0, 0.0], [0.0, 0.0, 0.0], [0.0, 0.0, 0.0], [0.0, 0.0, 0.0], [0.0, 0.0, 0.0], [-0.1, 0.0, 0.0], [0.2, -0.1, 0.1], [0.0, 0.0, 0.0], [0.0, 0.0, 0.0], [0.0, 0.0, 0.0], [0.0, 0.0, 0.0], [0.0, 0.0, 0.0], [0.0, 0.0, 0.0], [0.1, 0.0, 0.0], [-0.1, 0.0, 0.0], [-0.1, 0.0, 0.0], [0.0, 0.0, 0.0], [0.0, 0.0, 0.0], [0.0, 0.0, 0.0], [0.0, -0.1, -0.1], [0.0, 0.0, 0.0], [0.0, 0.0, 0.0], [0.0, 0.0, 0.0], [0.0, 0.0, 0.0], [0.0, 0.0, 0.0], [0.0, 0.0, 0.0], [0.0, 0.0, 0.0], [0.0, 0.0, 0.0], [0.0, 0.0, 0.0], [0.0, 0.0, 0.0], [0.0, 0.0, 0.0], [-0.1, 0.0, -0.1], [0.1, 0.0, 0.2], [0.0, 0.0, 0.0], [-0.1, 0.1, 0.0], [0.1, 0.0, 0.1], [0.0, 0.0, 0.0], [0.0, 0.0, 0.0], [0.0, -0.1, 0.0], [0.0, 0.1, -0.1], [0.0, 0.4, 0.2], [0.0, 0.0, 0.0], [0.0, 0.0, 0.0], [0.0, 0.0, 0.0], [0.0, 0.0, 0.0], [0.0, 0.0, 0.0], [0.0, 0.0, 0.0], [0.0, 0.0, 0.0], [0.0, 0.0, 0.0], [0.1, 0.0, 0.0], [0.1, 0.2, 0.2], [-0.3, -0.3, -0.3], [0.1, 0.1, 0.1], [0.1, 0.2, -0.2], [0.0, 0.0, 0.2], [0.0, -0.1, -0.1], [0.0, -0.1, -0.1], [0.0, 0.0, -0.1], [0.0, 0.0, 0.0], [0.0, 0.0, 0.0], [0.0, 0.0, 0.0], [0.0, 0.0, 0.0], [0.0, 0.0, 0.0], [0.0, 0.0, 0.0], [0.0, 0.0, 0.0], [0.0, 0.0, 0.0], [0.1, 0.0, 0.1], [0.0, 0.0, 0.1], [0.0, 0.1, 0.1], [0.0, 0.0, 0.0], [0.1, 0.0, 0.2], [0.0, 0.0, 0.0], [0.0, 0.0, 0.0], [0.0, 0.0, 0.0], [0.0, 0.0, 0.0], [0.0, 0.0, 0.0], [-0.2, -0.1, -0.2], [-0.2, 0.0, 0.6]], "total_energy_ha": -15423.45704, "e_above_lowest_kcal_mol": 9.1, "total_charge": -2, "molar_mass_g_mol": 1366.99, "homo_energy_ev": -1.52, "homo_lumo_gap_ha": 0.178}

# 2
{"formula": "C40H47F4N7O12", "method": "ωB97M-V with the def2-TZVPD basis set", "elements": ["O", "C", "O", "C", "C", "F", "O", "H", "H", "H", "O", "C", "O", "C", "C", "F", "O", "H", "H", "H", "O", "C", "O", "C", "C", "F", "O", "H", "H", "H", "O", "C", "O", "C", "C", "F", "O", "H", "H", "H", "C", "C", "C", "N", "C", "H", "H", "H", "H", "H", "C", "C", "C", "N", "C", "H", "H", "H", "H", "H", "C", "C", "C", "N", "C", "H", "H", "H", "H", "H", "C", "C", "C", "N", "C", "H", "H", "H", "H", "H", "C", "C", "C", "N", "C", "H", "H", "H", "H", "H", "C", "C", "C", "N", "C", "H", "H", "H", "H", "H", "C", "C", "C", "N", "C", "H", "H", "H", "H", "H"], "xyz": [[1.2394, -0.4538, -0.3448], [1.2715, -1.6169, -0.1022], [1.7272, -2.6111, -0.8430], [1.0086, -3.7927, -0.4047], [0.8643, -3.5132, 1.0854], [2.0073, -3.8968, 1.8281], [0.7373, -2.1218, 1.0899], [-0.0656, -3.8662, -0.7385], [1.5392, -4.6220, -0.6449], [0.0255, -3.9606, 1.6048], [-2.3167, -2.2093, -1.1936], [-2.5721, -1.2996, -1.9496], [-3.1531, -1.4422, -3.1528], [-3.0476, -0.1708, -3.8018], [-2.9550, 0.7714, -2.6716], [-4.1943, 1.0500, -2.1689], [-2.3130, -0.0023, -1.6493], [-2.1278, -0.1857, -4.4630], [-3.8788, 0.0051, -4.4056], [-2.3760, 1.6586, -2.8014], [-1.2618, 4.0225, 1.1142], [-2.4427, 3.9316, 1.2057], [-3.1916, 4.8970, 1.8300], [-4.5371, 4.4289, 1.8535], [-4.5650, 3.3582, 0.7794], [-4.7417, 3.8631, -0.4716], [-3.2291, 2.9038, 0.7757], [-4.8521, 3.9459, 2.7543], [-5.2108, 5.2277, 1.6253], [-5.1924, 2.5391, 1.0346], [-1.1171, -2.0107, -6.5550], [-1.1887, -3.0189, -5.9843], [-1.8914, -4.1143, -6.4743], [-2.0258, -5.1581, -5.4718], [-1.0308, -4.6040, -4.3939], [0.1327, -5.3342, -4.3692], [-0.7990, -3.2735, -4.7364], [-3.0291, -5.2125, -4.9696], [-1.6400, -6.1123, -5.8489], [-1.4871, -4.6211, -3.4180], [4.4636, 1.2458, 0.2366], [3.9432, 2.3058, 1.0238], [4.4236, 3.5394, 0.5887], [5.2237, 3.2238, -0.5004], [5.2788, 1.8620, -0.6702], [4.3207, 0.2080, 0.4419], [3.3829, 2.2233, 1.9194], [4.1404, 4.5352, 0.9661], [5.5497, 3.9137, -1.1816], [5.7111, 1.4468, -1.5872], [-3.7523, 0.1969, 3.1165], [-4.6462, -0.2485, 2.1596], [-3.8728, -0.8067, 1.1111], [-2.5662, -0.6549, 1.4419], [-2.4821, -0.0233, 2.6317], [-4.0112, 0.7100, 4.0487], [-5.7642, -0.1666, 2.2109], [-4.0948, -1.3848, 0.2286], [-1.7872, -0.9264, 0.9057], [-1.5316, -0.0389, 3.0595], [5.1397, -2.4538, 3.9861], [5.2945, -1.7471, 5.2035], [5.4156, -0.4642, 4.8294], [5.3908, -0.3021, 3.4805], [5.3498, -1.5481, 2.9157], [4.9312, -3.5053, 3.8287], [5.4017, -2.2163, 6.1815], [5.6520, 0.3599, 5.4771], [5.7325, 0.4934, 3.0283], [5.0388, -1.7564, 1.9030], [1.2818, 5.0455, -1.0973], [2.1112, 4.9667, -2.2572], [2.6945, 3.6936, -2.1872], [2.1404, 3.0166, -1.1334], [1.3159, 3.8227, -0.4436], [0.6189, 5.8744, -0.9101], [2.3699, 5.8096, -2.8573], [3.4163, 3.1104, -2.7650], [2.4856, 2.1421, -0.7525], [0.7409, 3.4494, 0.4183], [-1.8075, -5.9396, 2.6825], [-1.3659, -5.0407, 3.6436], [-1.8201, -3.8217, 3.2514], [-2.4554, -3.9165, 2.0464], [-2.3744, -5.2676, 1.6359], [-1.5410, -6.9669, 2.6885], [-0.9285, -5.2772, 4.6245], [-1.8728, -2.9147, 3.7851], [-3.0008, -3.1741, 1.6673], [-2.7625, -5.5983, 0.7296], [1.7493, 1.6824, 4.4409], [1.8652, 0.2852, 4.6764], [1.3710, -0.3555, 3.5972], [0.9230, 0.5878, 2.6518], [1.1084, 1.7815, 3.2259], [1.9611, 2.4408, 5.1791], [2.2336, -0.1785, 5.5292], [1.2676, -1.4200, 3.3496], [0.4328, 0.4666, 1.8027], [0.7991, 2.6887, 2.7222], [-1.6800, 2.6844, -5.3393], [-0.5828, 1.7727, -5.3871], [0.3936, 2.2087, -4.5339], [-0.0806, 3.3004, -3.9137], [-1.3372, 3.6340, -4.3567], [-2.5970, 2.5631, -5.9344], [-0.4919, 1.0133, -6.1517], [1.3582, 1.8207, -4.2740], [0.4452, 4.0474, -3.4537], [-1.7800, 4.5632, -4.1376]], "atomic_forces_ev_per_a": [[0.3, -0.2, -0.1], [-0.7, 0.5, 1.3], [-0.8, -0.7, -0.7], [-2.1, 2.0, 1.6], [0.9, -0.5, 0.6], [-0.8, 0.5, -0.9], [0.3, 0.2, -0.6], [1.1, 0.5, -0.4], [1.6, -2.4, -0.7], [-0.1, -0.1, -0.1], [-0.1, 0.6, -0.7], [0.3, -0.8, 1.0], [0.3, 0.0, 0.6], [2.2, -0.6, -1.1], [0.4, 0.0, 1.6], [-0.3, 0.3, -0.3], [-0.3, -0.6, -1.0], [-0.9, 0.2, 0.9], [-1.5, 0.2, -0.9], [0.1, 0.7, -0.3], [-0.4, -0.5, -0.1], [0.3, 0.6, 0.7], [-0.3, -1.0, -0.2], [-0.1, -0.1, -1.1], [1.6, 0.5, 0.1], [-0.9, 0.1, -0.1], [0.5, 0.4, 0.4], [0.3, 0.0, 1.0], [-0.3, 0.6, -0.1], [-0.7, -0.7, -0.4], [0.7, 1.9, -0.9], [-2.2, -2.6, -0.1], [-0.1, -0.4, 0.3], [1.3, 1.5, 0.9], [-1.0, -0.8, -0.2], [-0.1, 0.5, -0.1], [0.9, -0.3, 0.8], [0.7, 0.1, -1.1], [-0.4, 0.3, 0.0], [0.3, 0.0, 0.5], [0.2, 1.2, 0.8], [0.8, 1.1, 0.8], [-0.3, -1.7, -0.2], [0.0, 0.9, 0.2], [-0.1, 0.0, -1.8], [-0.1, -0.4, -0.2], [-0.6, -0.3, 0.5], [0.6, -0.6, -0.6], [-0.1, -0.6, 0.5], [0.1, 0.2, 0.6], [0.7, 1.2, 1.1], [-1.2, -1.0, -2.0], [-1.0, 0.1, 0.5], [-1.4, 0.4, 0.7], [-0.3, -0.5, 0.3], [0.3, -0.4, -0.4], [1.4, -0.3, -0.2], [-0.4, 0.3, 0.0], [0.7, -0.5, -0.8], [1.2, 0.7, 1.0], [0.8, 0.3, -1.8], [-0.3, -1.7, -0.4], [0.8, 2.1, 1.1], [0.2, -1.6, 0.6], [-1.9, -1.8, 1.5], [0.1, 0.1, 0.2], [-0.3, 0.5, -0.3], [-0.1, 0.3, -0.1], [0.2, 1.3, -0.7], [0.5, 0.3, -0.2], [-0.6, -0.3, -0.3], [0.8, -1.3, 1.5], [-0.1, -0.4, -0.4], [0.3, 0.2, -0.5], [-1.1, 0.6, 0.4], [0.1, 0.0, 0.4], [0.1, 0.1, -0.6], [-0.3, 0.7, -0.1], [-0.1, 0.1, -0.4], [0.6, 0.4, -0.7], [0.9, -0.9, -1.3], [-0.1, 0.3, 1.7], [-0.6, 0.4, -0.1], [0.9, -1.9, 0.1], [-0.3, 1.9, 1.9], [-0.1, -0.8, -0.1], [-0.1, 0.2, -0.8], [0.2, 0.9, 0.4], [-0.2, 0.3, -0.5], [-0.6, -0.4, -1.3], [-0.8, -0.6, -0.1], [-0.3, 0.8, -0.9], [-0.9, -1.5, -2.0], [0.9, -0.9, 2.4], [0.4, 2.6, 0.1], [0.0, 0.2, -0.4], [0.7, -0.7, 1.2], [0.2, 0.7, 0.4], [-0.1, -0.5, -0.8], [0.0, -0.1, 0.0], [0.2, 0.2, 1.0], [-0.4, 0.0, -1.1], [0.0, -0.4, 0.0], [-0.9, 2.2, 0.6], [0.3, -2.0, -2.0], [0.5, 0.4, 0.5], [0.1, -0.3, 0.4], [0.2, -0.1, -0.1], [0.3, -0.9, 0.3], [-0.4, 0.7, 0.5]], "total_energy_ha": -3238.01747, "e_above_lowest_kcal_mol": 20.5, "total_charge": 0, "molar_mass_g_mol": 893.85, "smiles": "O=C1OC[C@@H](F)O1.O=C1OC[C@@H](F)O1.O=C1OC[C@@H](F)O1.O=C1OC[C@@H](F)O1.c1cc[nH]c1.c1cc[nH]c1.c1cc[nH]c1.c1cc[nH]c1.c1cc[nH]c1.c1cc[nH]c1.c1cc[nH]c1", "homo_energy_ev": -7.81, "homo_lumo_gap_ha": 0.298}